[1]
This record from the OMol25 dataset describes the ion C9H12FIN5O3 with charge +1. The level of theory is wB97M-V/def2-TZVPD.

The frontier orbital gap comes out at 8.710 eV. As for the total energy: -1246.91211 Eh. The total charge is +1.

Geometry (Å):
C  -2.140  -0.801  -0.755
C  -0.814  -1.349  -0.184
C  -0.750  -2.859  -0.462
C  0.428  -0.774  -0.870
N  1.020  0.456  -0.288
C  2.087  0.546  0.517
C  2.879  -0.581  1.061
C  2.212  -1.289  2.248
O  2.443  -2.406  2.518
I  0.857  -0.097  3.437
N  2.350  1.833  0.765
N  1.452  2.545  0.146
N  0.645  1.737  -0.472
C  -0.485  2.253  -1.284
O  -0.292  2.544  -2.407
N  -1.689  2.297  -0.599
C  -1.782  3.121  0.540
O  -1.031  3.126  1.443
F  -2.866  3.873  0.462
H  -1.972  -0.369  -1.740
H  -2.837  -1.622  -0.880
H  -2.608  -0.085  -0.092
H  -0.766  -1.185  0.889
H  -1.667  -3.334  -0.133
H  -0.717  -3.005  -1.544
H  0.115  -3.331  -0.007
H  1.226  -1.502  -0.787
H  0.263  -0.597  -1.929
H  3.851  -0.208  1.371
H  3.052  -1.321  0.283
H  -2.466  2.382  -1.246

natural (NBO) atomic charge list, values in e, 5 entries:
1 C -0.614
2 C -0.249
3 C -0.600
4 C -0.224
5 N -0.099

=====

[2]
This record from the OMol25 dataset describes a structure of composition C21H17BrN3O3PtS in a non-equilibrium geometry. The level of theory is wB97M-V/def2-TZVPD.

The frontier orbital gap (alpha / beta) comes out at 8.079 / 4.966 eV. As for the total energy: -4290.80227 Eh. The spin multiplicity is 5. The total charge is +3.

Geometry (Å):
Pt  2.438  4.280  19.131
C  -1.325  5.779  11.904
C  -0.303  5.428  12.910
C  0.990  4.889  12.546
C  1.858  4.596  13.541
C  1.484  4.835  14.874
C  0.221  5.337  15.288
C  -0.635  5.684  14.292
S  2.705  4.558  16.171
O  2.736  5.854  16.888
O  3.846  3.923  15.645
N  2.137  3.451  17.282
C  1.944  2.141  17.093
C  1.797  1.455  15.865
C  1.536  0.108  15.877
C  1.400  -0.584  17.081
C  1.537  0.078  18.340
C  1.466  -0.603  19.616
C  1.771  0.145  20.708
C  1.990  1.513  20.634
N  2.048  2.095  19.483
C  1.822  1.415  18.328
H  -0.865  5.995  10.901
H  -2.011  6.571  12.227
H  -2.076  4.904  11.846
H  1.114  4.584  11.475
H  2.807  4.190  13.267
H  -0.121  5.555  16.338
H  -1.602  6.118  14.496
H  1.731  1.940  14.934
H  1.375  -0.440  14.941
H  1.079  -1.634  16.993
H  1.119  -1.612  19.616
H  1.705  -0.333  21.720
H  2.134  2.114  21.514
O  5.118  7.545  23.543
C  4.322  6.872  22.696
C  2.924  6.871  22.728
C  2.277  6.173  21.716
N  2.974  5.457  20.815
C  4.295  5.560  20.798
Br  5.052  4.426  19.510
C  5.035  6.194  21.711
H  4.673  7.892  24.352
H  2.380  7.343  23.534
H  1.183  6.107  21.612
H  6.106  6.219  21.679

natural (NBO) atomic charge list, values in e, 5 entries:
1 Pt 1.085
2 C -0.707
3 C 0.269
4 C -0.140
5 C -0.152

=====

[3]
This record from the OMol25 dataset describes a cluster of 2 separate species, C4H12 in total in a non-equilibrium geometry. The level of theory is wB97M-V/def2-TZVPD.

The frontier orbital gap comes out at 12.506 eV. As for the total energy: -159.56026 Eh. The total charge is 0.

Geometry (Å):
C  -0.100  -0.555  1.927
C  -1.354  0.114  2.424
H  0.849  -0.014  2.100
H  0.044  -1.511  2.544
H  -0.044  -0.866  0.852
H  -2.215  -0.471  2.051
H  -1.402  1.143  2.163
H  -1.410  -0.016  3.522
C  0.681  0.995  -2.142
C  0.762  -0.519  -2.265
H  0.047  1.344  -1.288
H  1.677  1.458  -1.867
H  0.360  1.459  -3.066
H  -0.069  -0.699  -2.970
H  1.696  -1.010  -2.736
H  0.478  -0.852  -1.248

natural (NBO) atomic charge list, values in e, 5 entries:
1 C -0.609
2 C -0.611
3 H 0.204
4 H 0.200
5 H 0.200

=====

[4]
This record from the OMol25 dataset describes a structure of composition C46H56AsGeN5O2S2Si2Tc. The level of theory is wB97M-V/def2-TZVPD.

The frontier orbital gap comes out at 7.118 eV. As for the total energy: -7979.43509 Eh. The total charge is +1.

Geometry (Å):
Tc  0.251  -0.864  0.550
S  2.749  -0.275  0.668
C  3.125  -0.569  2.355
C  4.291  0.067  2.892
N  5.214  0.615  3.302
C  2.235  -1.212  3.151
S  0.681  -1.792  2.699
C  2.584  -1.414  4.542
N  2.862  -1.593  5.640
C  6.527  -2.261  1.864
Si  6.562  -1.138  0.383
C  7.404  -1.998  -1.047
C  7.349  0.505  0.721
As  4.415  -1.130  -0.701
Si  4.625  0.900  -1.975
C  6.199  0.892  -2.970
C  3.197  0.879  -3.179
C  4.539  2.405  -0.870
H  7.220  -3.088  1.703
H  5.541  -2.689  2.049
H  6.827  -1.722  2.761
H  8.480  -1.989  -0.855
H  7.242  -1.519  -2.012
H  7.083  -3.037  -1.127
H  8.418  0.329  0.869
H  6.953  0.964  1.625
H  7.241  1.207  -0.103
H  6.186  0.121  -3.741
H  7.105  0.771  -2.382
H  6.250  1.862  -3.473
H  2.974  -0.137  -3.507
H  3.447  1.469  -4.064
H  2.296  1.300  -2.730
H  5.505  2.913  -0.853
H  4.282  2.156  0.160
H  3.798  3.111  -1.251
C  1.071  -2.342  -1.929
C  0.228  -1.196  -2.425
O  0.320  -0.091  -1.492
C  -0.456  1.054  -1.935
C  -1.953  0.851  -1.819
H  1.003  -3.172  -2.633
H  0.715  -2.748  -0.968
H  2.123  -2.069  -1.833
H  -0.822  -1.485  -2.518
H  0.583  -0.835  -3.395
H  -0.156  1.248  -2.968
H  -0.118  1.890  -1.327
H  -2.359  0.224  -2.613
H  -2.450  1.822  -1.866
H  -2.199  0.394  -0.859
C  -4.619  4.348  -2.155
C  -3.576  4.792  -1.166
C  -2.217  4.707  -1.458
C  -1.252  5.151  -0.568
C  -1.637  5.677  0.658
N  -0.693  6.155  1.609
C  0.579  5.685  1.813
O  1.485  6.368  2.223
N  0.778  4.342  1.473
C  -0.061  3.264  1.766
C  -1.203  3.324  2.559
C  -1.907  2.159  2.789
C  -1.489  0.965  2.234
N  -0.413  0.912  1.437
C  0.281  2.036  1.221
C  -2.987  5.770  0.968
C  -3.941  5.338  0.060
H  -4.222  3.602  -2.843
H  -4.973  5.189  -2.752
H  -5.485  3.921  -1.651
H  -1.906  4.309  -2.417
H  -0.204  5.101  -0.830
H  -0.821  7.094  1.961
H  1.764  4.132  1.401
H  -1.520  4.256  3.000
H  -2.783  2.160  3.421
H  -2.006  0.036  2.418
H  1.157  1.952  0.589
H  -3.290  6.182  1.923
H  -4.991  5.421  0.316
C  -1.235  -1.644  0.486
Ge  -2.895  -2.754  0.355
C  -4.067  -1.986  1.670
C  -4.425  -0.636  1.612
C  -5.276  -0.090  2.561
C  -5.775  -0.889  3.582
C  -5.425  -2.229  3.651
C  -4.574  -2.776  2.700
C  -2.364  -4.569  0.706
C  -1.431  -4.859  1.703
C  -1.051  -6.169  1.954
C  -1.601  -7.203  1.210
C  -2.535  -6.930  0.222
C  -2.916  -5.619  -0.030
C  -3.528  -2.533  -1.458
C  -2.854  -3.166  -2.506
C  -3.252  -2.978  -3.822
C  -4.334  -2.155  -4.106
C  -5.023  -1.534  -3.075
C  -4.622  -1.722  -1.758
H  -4.040  0.000  0.820
H  -5.557  0.954  2.503
H  -6.439  -0.466  4.323
H  -5.814  -2.850  4.447
H  -4.303  -3.823  2.765
H  -0.992  -4.066  2.297
H  -0.328  -6.382  2.731
H  -1.303  -8.225  1.404
H  -2.968  -7.738  -0.352
H  -3.651  -5.420  -0.801
H  -2.018  -3.824  -2.294
H  -2.730  -3.482  -4.624
H  -4.649  -2.011  -5.131
H  -5.879  -0.910  -3.294
H  -5.182  -1.245  -0.963

Löwdin atomic charge list, values in e, 5 entries:
1 Tc 0.897
2 S 0.488
3 C -0.650
4 C -0.271
5 N 0.206

=====

[5]
This record from the OMol25 dataset describes an isolated molecule of C4H10N4 in a non-equilibrium geometry. The level of theory is wB97M-V/def2-TZVPD.

The frontier orbital gap comes out at 8.996 eV. As for the total energy: -377.36486 Eh. The total charge is 0.

Geometry (Å):
H  0.646  -1.313  -0.954
N  1.614  -1.526  -0.718
C  2.284  -0.568  -0.211
N  1.950  0.774  0.142
C  0.825  1.558  -0.200
N  -0.405  1.273  -0.440
N  -0.837  -0.061  -0.210
C  -0.886  -0.536  1.216
C  -2.162  -0.157  -0.762
H  3.367  -0.749  -0.030
H  2.745  1.284  0.518
H  1.074  2.623  -0.296
H  -1.304  -1.515  1.210
H  -1.493  0.190  1.821
H  0.129  -0.625  1.611
H  -2.498  -1.231  -0.744
H  -2.870  0.427  -0.145
H  -2.178  0.152  -1.809

natural (NBO) atomic charge list, values in e, 5 entries:
1 H 0.373
2 N -0.672
3 C 0.266
4 N -0.665
5 C 0.241

=====

[6]
This record from the OMol25 dataset describes the ion C6H12N with charge +1 in a non-equilibrium geometry. The level of theory is wB97M-V/def2-TZVPD.

The frontier orbital gap comes out at 8.596 eV. As for the total energy: -290.25283 Eh. The total charge is +1.

Geometry (Å):
C  -1.887  -2.845  0.682
N  -1.373  -1.698  0.929
C  -0.397  -1.017  0.151
C  -0.017  0.241  0.377
C  1.400  0.724  0.255
C  1.499  2.079  -0.443
C  0.666  2.169  -1.713
H  -1.357  -3.457  -0.038
H  -2.670  -3.188  1.343
H  -1.870  -1.055  1.545
H  0.222  -1.739  -0.369
H  -0.718  0.994  0.741
H  1.899  -0.108  -0.258
H  1.866  0.743  1.240
H  2.526  2.145  -0.818
H  1.420  2.893  0.276
H  0.937  3.000  -2.359
H  0.715  1.222  -2.254
H  -0.404  2.320  -1.521

natural (NBO) atomic charge list, values in e, 5 entries:
1 C 0.100
2 N -0.380
3 C -0.123
4 C -0.037
5 C -0.443

=====

Q: What is the total charge in the fourth record?
A: +1